C3H10O2S | wB97M-V/def2-TZVPD

Calculated values
LUMO energy in eV: 0.54
HOMO level in eV: -9.01
Energy relative to the best compared isomer or geometry (same formula, charge and spin) in kcal/mol: 6.39
HOMO-LUMO gap in eV: 9.56
SMILES: OCCCS.O
Charge: 0
Strongest force on any atom in eV/A: 1.3
DFT total energy in Ha: -668.9401
Multiplicity: 1

Positions of all 16 atoms, in Å:
1 O -2.005462 -0.708366 2.331267
2 C -1.486052 -0.171836 1.138618
3 C -0.048243 0.225244 1.354017
4 C 0.560947 0.828443 0.057348
5 S 2.324796 0.472774 0.043228
6 H -2.973232 -0.708396 2.176947
7 H -1.668922 -0.929646 0.352658
8 H -2.020182 0.752484 0.845718
9 H -0.074373 0.922373 2.213537
10 H 0.475507 -0.693386 1.681537
11 H 0.082137 0.343374 -0.814952
12 H 0.331307 1.910273 0.008928
13 H 2.534406 0.804953 -1.248372
14 O 0.988257 -1.015676 -3.158251
15 H 1.724576 -0.363226 -3.138391
16 H 1.254527 -1.669386 -3.843831

Atoms 1-3, force components in eV/Å:
-1.3 0.2 0.2
-0.4 0.3 -0.8
0.1 -0.5 0.1

C3H10O2S2 | wB97M-V/def2-TZVPD

Calculated values
LUMO energy in eV: 0.58
HOMO level in eV: -8.54
Energy relative to the best compared isomer or geometry (same formula, charge and spin) in kcal/mol: 3.65
HOMO-LUMO gap in eV: 9.12
SMILES: OCCCSS.O
Charge: 0
Strongest force on any atom in eV/A: 1.6
DFT total energy in Ha: -1067.1405
Multiplicity: 1

Positions of all 17 atoms, in Å:
1 O 1.553715 -0.014341 0.351260
2 C 1.247859 1.254428 -0.288139
3 C -0.240550 1.548138 -0.205871
4 C -1.051801 0.458776 -0.899465
5 S -2.682598 0.071382 -0.231861
6 S -2.204255 -0.394770 1.725028
7 H 2.284577 0.130057 0.955731
8 H 1.797421 2.005055 0.263861
9 H 1.551252 1.126664 -1.324854
10 H -0.541079 1.637504 0.842836
11 H -0.312863 2.494764 -0.743076
12 H -1.222102 0.726478 -1.941960
13 H -0.507684 -0.484448 -0.938166
14 H -2.644776 -1.660271 1.682480
15 O 0.632109 -3.120713 0.245544
16 H 1.460925 -3.584138 0.102755
17 H 0.879845 -2.194573 0.403891

Atoms 1-3, force components in eV/Å:
-0.1 0.1 0.0
-0.2 -1.4 0.8
0.4 -0.2 -0.1

- Which value of HOMO-LUMO gap does entry 2 give?
  9.12 eV

- What is the formula in the first record?
  C3H10O2S